1.
Density functional theory data (wB97M-V/def2-TZVPD) for a molecular structure, C31H32N10O3S2W at a distorted geometry.

Geometry (Å):
W -0.414 -0.236 -0.400
C -0.600 -0.699 -4.800
C -0.572 -0.203 -3.391
N -0.816 -0.977 -2.381
N -1.524 -2.119 -2.669
C -1.815 -3.035 -1.722
N -2.501 -4.110 -2.116
S -1.316 -2.825 -0.147
C -0.421 1.218 -3.067
C -0.325 2.175 -4.054
C -0.377 3.521 -3.716
C -0.479 3.851 -2.384
C -0.513 2.834 -1.442
N -0.516 1.542 -1.756
H -0.227 -1.722 -4.847
H 0.045 -0.090 -5.427
H -1.604 -0.656 -5.234
H -1.830 -2.247 -3.621
H -2.928 -4.176 -3.026
H -2.804 -4.761 -1.410
H -0.232 1.879 -5.087
H -0.339 4.286 -4.479
H -0.510 4.881 -2.059
H -0.544 3.088 -0.396
C 1.716 1.753 1.672
C 0.261 2.035 1.899
C -0.028 2.987 2.900
C -1.296 3.434 3.077
C -2.322 2.928 2.254
C -3.638 3.430 2.353
C -4.620 2.948 1.540
C -4.320 1.915 0.640
C -3.049 1.401 0.527
S -2.807 0.065 -0.586
C -1.993 1.925 1.314
N -0.683 1.487 1.137
H 2.291 2.090 2.533
H 2.063 2.313 0.800
H 1.929 0.702 1.529
H 0.783 3.365 3.505
H -1.526 4.190 3.818
H -3.838 4.213 3.073
H -5.624 3.346 1.588
H -5.099 1.496 0.015
C 2.051 -5.191 -1.519
C 1.658 -3.814 -1.802
N 1.335 -2.729 -1.996
H 2.486 -5.646 -2.407
H 1.177 -5.763 -1.210
H 2.782 -5.209 -0.713
N 2.010 -2.029 4.872
C 0.762 -1.709 5.320
O 0.521 -1.391 6.461
C -0.319 -1.697 4.276
C -1.587 -2.173 4.585
C -2.583 -2.032 3.639
C -2.279 -1.436 2.425
N -1.060 -0.989 2.107
C -0.111 -1.115 3.038
H 2.732 -2.121 5.570
H 2.136 -2.516 4.003
H -1.771 -2.630 5.549
H -3.590 -2.378 3.826
H -3.047 -1.313 1.672
H 0.869 -0.724 2.799
C 4.853 1.648 -2.145
N 3.909 0.714 -1.524
C 4.336 -0.353 -0.813
C 3.483 -1.150 -0.125
C 2.124 -0.801 -0.210
O 1.164 -1.310 0.479
N 1.678 0.199 -0.985
C 2.551 1.039 -1.641
O 2.218 2.030 -2.256
H 5.865 1.291 -1.976
H 4.730 2.637 -1.711
H 4.655 1.724 -3.211
H 5.405 -0.520 -0.803
H 3.819 -1.984 0.470

Spin multiplicity: 3
Total energy, eV: -77196.5326
E_HOMO (spin up / spin down), Eh: -0.44959 / -0.46767
<S²>: 2.02
Strongest force on any atom, eV/A: 1.8
Relative energy (zero: lowest compared OMol25 entry of this formula, charge and spin), kJ/mol: 173.56
Total charge: +2
HOMO-LUMO gap (spin up / spin down), eV: 6.12 / 6.42

2.
Density functional theory data (wB97M-V/def2-TZVPD) for a molecular structure, C52H36Br3CoF3NO5S2.

Geometry (Å):
Co -0.432 -1.559 2.149
C -0.357 7.107 3.060
C -0.251 5.698 2.544
C -0.120 4.624 3.414
C -0.051 3.320 2.935
C -0.106 3.097 1.571
C -0.245 4.156 0.682
C -0.311 5.445 1.172
S -0.074 1.431 0.920
O -1.153 1.365 -0.103
C 1.530 1.421 0.107
C 2.592 1.160 1.005
C 3.863 1.040 0.549
C 4.128 1.101 -0.844
C 5.433 0.897 -1.352
C 5.668 0.910 -2.696
C 4.602 1.122 -3.595
C 3.337 1.345 -3.132
C 3.066 1.352 -1.741
C 1.742 1.580 -1.237
C 0.736 2.130 -2.205
C 0.922 3.510 -2.575
C 1.911 4.335 -1.967
C 2.042 5.649 -2.308
C 1.201 6.224 -3.286
C 0.245 5.462 -3.888
C 0.079 4.096 -3.546
C -0.922 3.306 -4.160
C -1.094 2.009 -3.793
C -0.265 1.425 -2.805
S -0.374 -0.335 -2.472
O 0.236 -0.984 -3.671
C -2.152 -0.550 -2.608
C -2.597 -1.520 -3.488
C -3.957 -1.788 -3.575
C -4.875 -1.101 -2.790
C -6.348 -1.394 -2.890
C -4.400 -0.129 -1.910
C -3.048 0.149 -1.808
H -0.086 7.164 4.113
H -1.378 7.478 2.955
H 0.295 7.778 2.500
H -0.078 4.803 4.481
H 0.048 2.493 3.622
H -0.324 3.964 -0.378
H -0.411 6.272 0.478
H 2.372 1.045 2.061
H 4.681 0.854 1.234
H 6.238 0.715 -0.651
H 6.668 0.745 -3.076
H 4.786 1.096 -4.661
H 2.524 1.482 -3.833
H 2.558 3.915 -1.210
H 2.797 6.257 -1.826
H 1.317 7.267 -3.551
H -0.410 5.889 -4.638
H -1.540 3.746 -4.934
H -1.846 1.402 -4.274
H -1.875 -2.043 -4.101
H -4.307 -2.548 -4.265
H -6.524 -2.439 -3.144
H -6.817 -0.782 -3.663
H -6.855 -1.182 -1.948
H -5.101 0.415 -1.287
H -2.688 0.892 -1.106
C 2.102 -3.106 3.654
C 0.740 -3.694 3.815
C 0.557 -4.855 4.600
C -0.668 -5.438 4.725
C -1.786 -4.874 4.075
C -3.111 -5.371 4.090
Br -3.522 -6.943 5.057
C -4.103 -4.727 3.406
C -3.839 -3.546 2.686
Br -5.225 -2.698 1.741
C -2.572 -3.008 2.649
O -2.221 -1.916 2.009
C -1.550 -3.709 3.336
N -0.304 -3.152 3.209
H 2.744 -3.405 4.480
H 2.073 -2.020 3.594
H 2.555 -3.468 2.732
H 1.419 -5.278 5.097
H -0.796 -6.327 5.328
H -5.110 -5.119 3.413
Br 4.204 -3.471 -1.584
C 2.520 -4.171 -1.091
C 2.149 -5.343 -1.738
C 0.930 -5.941 -1.474
C 0.058 -5.357 -0.570
C 0.424 -4.180 0.056
C 1.659 -3.570 -0.167
C 2.011 -2.297 0.556
O 3.159 -1.953 0.715
O 1.005 -1.595 1.052
H 2.827 -5.777 -2.459
H 0.660 -6.855 -1.987
H -0.909 -5.799 -0.366
H -0.276 -3.717 0.734
F 0.681 0.115 3.914
C -0.503 -0.503 3.715
F -0.784 -1.161 4.853
F -1.445 0.446 3.583

Total energy, eV: -343813.4693
E_HOMO (spin up / spin down), Eh: -0.29301 / -0.29296
Strongest force on any atom, eV/A: 0.6
Relative energy (zero: lowest compared OMol25 entry of this formula, charge and spin), kJ/mol: 186.03
HOMO-LUMO gap (spin up / spin down), eV: 6.76 / 6.75

3.
Density functional theory data (wB97M-V/def2-TZVPD) for 3 unconnected molecules or ions with the total composition C32H56BIN2O12P2 at a distorted geometry.

Geometry (Å):
C 3.516 -4.436 -1.579
C 2.258 -4.706 -1.860
C 0.744 -5.108 -2.266
C 0.326 -4.535 -3.722
C -0.955 -3.517 -3.577
C -0.452 -2.185 -2.823
C -0.923 -1.745 -1.353
C -1.962 -2.620 -0.499
C -3.381 -2.908 -1.223
C -3.856 -1.786 -2.278
C -5.143 -2.430 -3.079
C -6.518 -1.604 -2.837
N -7.094 -1.951 -1.498
C -0.259 -0.408 -0.789
B -0.609 0.207 0.708
O 0.247 -0.309 1.792
O -1.673 1.157 0.952
C -1.177 2.548 0.825
C 0.817 0.447 -1.619
C 1.517 1.787 -0.994
C 1.253 0.042 -3.071
C 0.579 -1.279 -3.603
C 1.213 -1.412 -5.067
O 1.102 -2.289 -5.978
N 2.046 -0.185 -5.312
I 3.628 -0.391 -6.609
C 2.283 0.687 -4.113
O 3.125 1.628 -4.018
H 4.513 -4.320 -1.003
H 0.534 -6.240 -2.169
H 0.070 -4.597 -1.467
H 1.251 -4.029 -4.171
H -0.050 -5.439 -4.343
H -1.337 -3.169 -4.622
H -1.757 -4.114 -3.014
H -1.458 -3.661 -0.342
H -2.187 -2.220 0.554
H -4.184 -2.917 -0.375
H -3.354 -3.982 -1.639
H -3.089 -1.527 -3.092
H -4.178 -0.794 -1.780
H -4.920 -2.602 -4.202
H -5.334 -3.496 -2.641
H -6.306 -0.487 -2.997
H -7.289 -1.957 -3.637
H -6.975 -2.965 -1.297
H -6.513 -1.437 -0.803
H 1.013 0.304 1.921
H -1.896 3.301 1.349
H -0.105 2.679 1.223
H -1.134 2.738 -0.326
H 2.492 1.955 -1.613
H 1.890 1.610 0.096
H 0.856 2.722 -1.094
C -6.243 7.535 3.998
C -5.309 6.539 4.663
O -5.805 5.210 4.556
P -5.647 4.435 3.094
O -4.110 4.496 3.092
O -5.710 2.851 3.595
C -4.714 1.943 3.115
C -3.632 1.745 4.166
O -7.357 4.372 2.994
C -8.169 3.959 4.093
C -8.792 5.150 4.800
H -6.500 7.226 2.981
H -5.783 8.526 3.960
H -7.177 7.619 4.557
H -4.307 6.615 4.232
H -5.220 6.773 5.727
H -4.296 2.290 2.167
H -5.202 0.986 2.912
H -3.322 2.688 4.624
H -2.751 1.267 3.728
H -4.004 1.113 4.976
H -7.627 3.333 4.807
H -8.970 3.347 3.669
H -8.085 5.605 5.498
H -9.660 4.843 5.389
H -9.093 5.924 4.089
C 10.809 -0.227 1.468
C 10.553 -0.895 0.128
O 9.235 -1.427 0.055
P 7.981 -0.366 -0.194
O 8.502 0.115 -1.558
O 6.851 -1.398 -0.847
C 6.177 -1.004 -2.047
C 6.808 -1.680 -3.253
O 7.360 -0.810 1.341
C 7.254 -2.173 1.753
C 8.380 -2.555 2.697
H 10.017 0.484 1.718
H 11.767 0.299 1.457
H 10.843 -0.970 2.268
H 10.732 -0.189 -0.687
H 11.252 -1.725 -0.008
H 6.174 0.084 -2.152
H 5.133 -1.316 -1.961
H 7.901 -1.653 -3.221
H 6.478 -1.203 -4.180
H 6.525 -2.735 -3.286
H 7.211 -2.867 0.909
H 6.305 -2.257 2.291
H 9.291 -2.797 2.143
H 8.119 -3.445 3.275
H 8.622 -1.737 3.381

Total energy, eV: -88984.6582
E_HOMO, Eh: -0.32943
Strongest force on any atom, eV/A: 9.6
SMILES: C#CCCCc1c(CCCCCN)c(B(O)OC)c(C)c2c1C(=O)N(I)C2=O.CCOP(=O)(OCC)OCC.CCOP(=O)(OCC)OCC
HOMO-LUMO gap, eV: 6.87